Density functional theory data (ωB97M-V/def2-TZVPD) for C27H31BrN3O2PdTe as an isolated structure in a non-equilibrium geometry.

Summary:
E_tot in a.u.: -4331.7710
Multiplicity: 1
Total charge: +1
Gap between HOMO and LUMO (spin up / spin down) in Ha: 0.177 / 0.173
Lowest unoccupied orbital energy (spin up / spin down) in Ha: -0.1949 / -0.1968

Structure (XYZ):
```
66
Properties=species:S:1:pos:R:3:forces:R:3
Pd 0.9944 0.1141 0.7730 0.8 1.4 0.4
C -1.7556 -1.6658 -0.1247 -0.1 -0.3 0.0
O -1.3519 -0.3046 -0.2163 0.1 0.2 0.0
C -2.2104 0.6581 0.2208 -0.1 0.3 0.2
C -3.5483 0.4659 0.4693 0.3 0.0 -0.1
C -4.3335 1.5337 0.9191 -0.3 0.4 0.2
Br -6.1708 1.2083 1.3002 0.3 0.1 -0.1
C -3.8068 2.7863 1.0945 -0.2 -0.3 -0.1
C -2.4392 3.0149 0.8587 0.1 -0.9 -0.1
C -1.5844 1.9375 0.4620 -0.9 -0.2 0.2
O -0.3167 2.0770 0.3377 1.1 -0.4 0.0
C -1.8676 4.3121 1.0121 0.3 0.1 0.0
N -0.5631 4.5665 0.8260 -0.4 -0.3 0.0
C -0.3271 5.9118 0.9740 -0.4 0.9 0.2
C 0.8236 6.6769 0.8432 -0.1 -0.1 0.0
C 0.7057 8.0387 1.0481 0.0 -0.1 0.0
C -0.5198 8.6173 1.3794 -0.1 0.0 0.0
C -1.6754 7.8664 1.5129 0.0 -0.1 0.0
C -1.5663 6.4995 1.2993 0.9 0.3 -0.1
N -2.4906 5.4727 1.3167 0.0 -0.4 0.0
H -2.5846 -1.8753 -0.8074 0.1 0.0 0.0
H -2.0426 -1.9238 0.9003 0.0 0.1 -0.1
H -0.8856 -2.2592 -0.4197 -0.2 0.1 0.0
H -4.0210 -0.4920 0.3228 0.1 -0.1 0.0
H -4.4415 3.5903 1.4307 -0.2 0.1 0.0
H 0.0447 3.7751 0.5801 -0.1 0.0 0.0
H 1.7688 6.2292 0.5846 0.1 -0.1 0.0
H 1.5774 8.6690 0.9456 0.0 0.0 0.0
H -0.5672 9.6836 1.5340 0.0 0.1 0.0
H -2.6156 8.3312 1.7695 -0.1 0.0 0.0
H -3.4727 5.5793 1.5166 0.1 -0.1 -0.1
C 8.2456 2.5513 -0.4636 0.1 0.0 0.1
C 6.8183 2.1659 -0.6563 -0.4 0.0 0.0
C 6.2541 2.0993 -1.9242 0.1 0.0 0.3
C 4.9264 1.7676 -2.1189 -0.4 0.0 0.1
C 4.3900 1.7825 -3.5155 -0.1 0.0 -0.1
C 4.1151 1.4625 -1.0051 0.1 0.2 0.5
Te 2.1279 0.8241 -1.4023 -0.1 -0.4 0.0
C 4.6598 1.5683 0.2911 -0.3 -0.2 -0.2
C 3.8641 1.4201 1.5548 -0.1 0.1 -0.2
C 5.9965 1.9048 0.4354 0.3 0.0 -0.3
H 8.7490 2.6937 -1.4160 0.1 0.0 0.0
H 8.7756 1.7870 0.1027 0.1 0.0 0.0
H 8.3050 3.4801 0.1035 0.1 0.0 0.0
H 6.8664 2.3188 -2.7859 0.1 0.0 -0.1
H 5.1833 1.9956 -4.2270 0.0 0.0 0.0
H 3.6268 2.5560 -3.6157 -0.1 0.0 -0.1
H 3.9403 0.8268 -3.7821 0.0 0.0 -0.1
H 2.9996 0.7264 1.4478 0.1 0.0 -0.1
H 3.4752 2.3995 1.8500 -0.2 -0.2 0.0
H 4.4950 1.0530 2.3621 -0.1 -0.1 0.1
H 6.4123 1.9794 1.4297 0.0 0.0 0.2
C 0.8263 0.7843 4.3483 0.0 0.4 -0.7
C 0.6323 -0.6514 3.7837 0.1 -0.7 0.8
C -0.5147 -1.3706 4.5324 0.2 0.3 -0.1
C 1.9514 -1.4461 3.9616 0.2 0.3 -0.3
N 0.3206 -0.5199 2.4474 -0.9 -0.1 -1.2
H 1.2750 0.7411 5.3356 0.0 -0.2 0.1
H -0.1345 1.2866 4.4133 -0.1 0.1 0.0
H 1.4756 1.3566 3.6780 0.0 0.0 0.2
H -0.3041 -1.4261 5.5966 0.0 -0.1 0.2
H -0.6323 -2.3779 4.1393 0.0 -0.1 0.0
H -1.4457 -0.8290 4.3826 -0.1 0.0 0.0
H 2.3036 -1.3506 4.9849 0.0 -0.1 0.1
H 2.7144 -1.0604 3.2805 0.0 0.0 0.1
H 1.7850 -2.4949 3.7351 0.0 -0.1 0.0
```
Forces are in eV/Å.

Atom charges from the Löwdin analysis, given in e for atoms 1 to 8: Pd 0.511; C -0.064; O -0.171; C -0.204; C -0.045; C -0.672; Br 0.754; C -0.084